DFT (ωB97M-V with the def2-TZVPD basis set) results for a 2-piece molecular cluster, C4H7ClNO4 overall.

Element x y z (Å)
Cl 1.088 -0.718 2.795
O -0.015 0.148 2.495
O 1.449 -0.513 4.168
O 0.648 -2.080 2.620
O 2.235 -0.416 1.965
C 0.524 -0.644 -1.059
C 0.217 0.801 -1.466
C -1.245 1.200 -1.057
C -2.160 0.083 -1.328
N -2.876 -0.793 -1.530
H 0.157 -1.343 -1.807
H 0.137 -0.917 -0.074
H 1.583 -0.764 -0.823
H 0.350 1.062 -2.514
H 0.885 1.429 -0.875
H -1.759 2.045 -1.520
H -1.218 1.421 0.011

Results
**ΔE to the lowest compared entry with this formula, charge and spin**: 0.00 kcal/mol
**Total charge**: -1
**Molar mass**: 168.556 Da
**Frontier orbital gap**: 9.17 eV
**Multiplicity**: 1
**E_LUMO**: 3.36 eV

DFT (ωB97M-V with the def2-TZVPD basis set) results for C24H38N11O4S2 as an isolated structure.

Element x y z (Å)
C 1.520 0.999 -6.625
C 1.249 0.497 -5.225
C 2.175 0.707 -4.209
C 1.897 0.260 -2.920
C 0.697 -0.391 -2.644
C 0.395 -0.834 -1.234
S -0.639 0.364 -0.355
O -1.434 -0.476 0.535
O -1.445 1.103 -1.286
N 0.307 1.233 0.595
S 0.847 2.641 0.059
O 1.258 2.693 -1.324
O -0.037 3.721 0.459
C 2.289 2.859 1.080
C 3.510 1.981 0.781
N 3.227 0.556 0.927
N 4.113 2.286 -0.498
N 4.490 2.404 1.821
C -0.222 -0.622 -3.665
C 0.057 -0.177 -4.947
H 2.535 1.367 -6.712
H 1.350 0.200 -7.343
H 0.824 1.800 -6.858
H 3.104 1.226 -4.385
H 2.582 0.429 -2.106
H 1.331 -0.969 -0.704
H -0.177 -1.754 -1.231
H 2.003 2.751 2.120
H 2.608 3.883 0.924
H 2.265 0.373 1.176
H 3.501 0.009 0.127
H 3.589 2.976 -1.009
H 4.252 1.463 -1.059
H 5.337 1.889 1.617
H 4.146 2.055 2.709
H -1.128 -1.148 -3.414
H -0.659 -0.341 -5.739
C -1.840 6.062 1.515
C -1.675 6.662 2.832
N -1.544 7.141 3.865
H -2.698 5.393 1.517
H -1.999 6.845 0.776
H -0.954 5.488 1.247
C -3.903 -1.947 2.261
C -4.743 -2.896 1.542
N -5.417 -3.640 0.990
H -3.547 -2.399 3.186
H -3.047 -1.666 1.644
H -4.480 -1.057 2.503
C -3.423 4.552 5.191
C -4.341 4.091 6.225
N -5.065 3.739 7.039
H -3.535 3.941 4.297
H -3.632 5.590 4.945
H -2.397 4.478 5.545
C -8.319 -2.083 2.882
C -7.431 -1.168 3.587
N -6.726 -0.453 4.135
H -8.022 -3.111 3.081
H -9.343 -1.933 3.218
H -8.259 -1.902 1.812
C -0.464 -3.080 2.627
C 0.878 -2.970 2.075
N 1.915 -2.835 1.611
H -1.191 -3.013 1.820
H -0.577 -4.031 3.145
H -0.638 -2.263 3.323
C 1.674 -4.533 -1.560
C 1.190 -4.065 -2.851
N 0.804 -3.690 -3.861
H 2.759 -4.615 -1.583
H 1.393 -3.830 -0.777
H 1.241 -5.507 -1.335
C 5.965 -6.118 -2.954
C 5.581 -4.716 -2.853
N 5.281 -3.615 -2.776
H 5.824 -6.466 -3.976
H 7.010 -6.235 -2.677
H 5.350 -6.718 -2.286

Results
**ΔE to the lowest compared entry with this formula, charge and spin**: 4.89 kcal/mol
**Total charge**: -1
**Molar mass**: 608.775 Da
**Frontier orbital gap**: 7.85 eV
**Multiplicity**: 1
**E_LUMO**: 1.90 eV

DFT (ωB97M-V with the def2-TZVPD basis set) results for C14H8AlCl5N3O3S4 as an isolated structure.

Element x y z (Å)
Al -0.527 0.607 0.768
C -5.105 -2.454 -0.532
S -5.109 -0.639 -0.353
C -3.344 -0.399 0.006
S -2.859 1.191 0.251
N -2.577 -1.464 -0.063
N -1.266 -1.239 0.097
C -0.437 -2.236 0.238
C 0.935 -1.910 0.547
C 2.022 -2.805 0.684
C 3.243 -2.317 1.089
C 3.437 -0.934 1.204
C 2.368 -0.080 0.984
N 1.141 -0.568 0.721
H -6.217 -2.676 -0.560
H -4.599 -2.896 -1.401
H -4.632 -2.864 0.348
H -0.906 -3.197 0.234
H 1.942 -3.854 0.621
H 4.014 -3.054 1.467
H 4.361 -0.641 1.609
H 2.360 0.938 1.181
Cl -0.838 3.820 0.132
C 0.071 2.999 -1.124
C 0.158 1.618 -1.081
C 0.888 1.045 -2.125
Cl 1.058 -0.689 -2.286
C 1.496 1.827 -3.061
Cl 2.454 1.128 -4.339
C 1.473 3.197 -3.028
Cl 2.314 4.123 -4.224
C 0.746 3.821 -2.027
Cl 0.692 5.554 -1.954
O 1.655 0.539 3.522
S 0.342 1.110 3.302
O -0.102 2.118 4.235
O 0.289 1.707 1.912
S -0.940 -0.425 3.006

Results
**Total charge**: -1
**Molar mass**: 598.751 Da
**Frontier orbital gap**: 6.75 eV
**Multiplicity**: 1
**E_LUMO**: 1.38 eV

DFT (ωB97M-V with the def2-TZVPD basis set) results for C3H3O4Rh as an isolated structure.

Element x y z (Å)
C 0.959 -1.333 0.294
C 0.266 -0.829 -0.845
H 0.671 -0.953 -1.851
Rh 2.963 0.944 0.293
O 1.906 -0.495 -0.036
O -0.961 -0.319 -0.899
C -1.728 0.067 0.168
O -1.944 -0.590 1.141
O -2.229 1.230 -0.162
H 0.587 -1.509 1.304
H -2.957 1.465 0.432

Results
**ΔE to the lowest compared entry with this formula, charge and spin**: 51.25 kcal/mol
**Total charge**: +3
**Molar mass**: 205.959 Da
**Frontier orbital gap (alpha / beta)**: 8.08 / 5.89 eV
**Multiplicity**: 6
**<S²>**: 8.79
**E_LUMO (alpha / beta)**: -14.87 / -20.04 eV

> Number 1 is which compound?

C4H7ClNO4